(1)
{
  "formula": "C19H14N6O9ReS4SbSe",
  "method": "ωB97M-V with the def2-TZVPD basis set",
  "symbols": ["Re", "S", "Sb", "S", "S", "S", "O", "C", "C", "C", "C", "N", "C", "C", "C", "C", "C", "C", "O", "C", "C", "N", "H", "H", "H", "H", "H", "H", "H", "H", "H", "H", "H", "H", "Se", "C", "N", "O", "N", "O", "C", "C", "C", "C", "O", "C", "C", "N", "O", "O", "N", "O", "O", "H", "H"],
  "coordinates": [[-0.041572, -1.677557, -0.861612], [0.786444, -4.693035, -2.767664], [-1.583501, -4.330106, -3.197865], [-1.834507, -2.942696, -0.957738], [1.337749, -2.953307, -2.046726], [-1.481360, -2.383780, -4.597402], [3.370880, -1.082866, 5.073356], [3.651906, -2.161815, 4.238147], [2.639408, -2.263906, 3.092337], [2.823320, -3.155409, 2.026382], [1.953873, -3.094933, 0.964125], [0.968484, -2.172839, 0.882359], [0.764550, -1.328372, 1.946640], [1.567404, -1.367533, 3.057495], [-0.348460, -0.402602, 1.814898], [-0.675402, 0.603645, 2.698276], [-1.799043, 1.389660, 2.459894], [-2.228095, 2.475434, 3.422413], [-1.446626, 2.433980, 4.578981], [-2.489120, 1.211577, 1.263690], [-2.108529, 0.221855, 0.381033], [-1.039343, -0.564236, 0.692378], [3.853878, -1.186303, 5.925048], [3.642500, -3.120251, 4.768110], [4.630532, -2.148823, 3.766072], [3.613942, -3.888917, 2.041037], [2.030696, -3.750399, 0.079120], [1.402842, -0.675039, 3.866697], [-0.123029, 0.835236, 3.611316], [-3.303409, 2.343855, 3.635206], [-2.103326, 3.433330, 2.861504], [-1.858329, 2.976479, 5.271631], [-3.366191, 1.775253, 1.031482], [-2.610305, -0.024762, -0.578576], [0.649530, -2.025997, -5.003261], [1.013463, -3.600484, -5.848393], [1.167599, -4.639295, -6.308265], [0.413343, 5.765947, -2.503777], [-0.610180, 5.166770, -2.758204], [-1.595728, 5.567196, -3.343695], [-0.664568, 3.701587, -2.517456], [0.410296, 3.093997, -1.921540], [0.407544, 1.717904, -1.748071], [-0.631699, 0.926561, -2.232984], [-0.618476, -0.394984, -2.220253], [-1.711261, 1.595196, -2.819741], [-1.748211, 2.951612, -2.993389], [-2.909675, 0.792782, -3.276217], [-3.391751, 1.053572, -4.367395], [-3.342152, -0.032898, -2.477804], [1.608430, 1.120009, -1.118912], [2.618209, 1.744641, -1.097193], [1.595794, -0.037311, -0.634998], [1.248719, 3.729407, -1.677486], [-2.507474, 3.472947, -3.573012]],
  "forces_ev_per_angstrom": [[-0.59, 0.09, -0.62], [-0.76, -1.19, -0.55], [-0.22, -0.30, 1.05], [0.66, -0.50, -0.71], [0.12, 1.71, 0.63], [0.17, 0.23, -0.31], [0.38, 0.01, 0.65], [-0.58, -1.10, -0.59], [0.59, 0.64, 0.62], [-0.49, 0.18, 0.42], [0.18, -0.25, -0.51], [-0.09, 0.23, 0.52], [0.47, -0.67, -0.08], [0.27, -0.30, -0.27], [-0.18, 0.68, 0.01], [-0.15, 0.39, 0.98], [0.19, 0.24, -0.09], [-0.20, 0.23, -0.66], [-0.06, 0.12, 0.30], [-0.15, -0.63, -0.19], [0.56, -0.72, 0.27], [-0.66, 0.34, -1.48], [-0.49, 0.12, -0.92], [-0.20, -0.06, 0.14], [0.39, 0.45, -0.08], [0.10, -0.04, -0.07], [0.20, 0.34, 0.98], [0.10, -0.05, 0.13], [-0.06, -0.39, -0.30], [0.28, 0.05, -0.09], [-0.16, -0.38, 0.41], [0.23, -0.23, -0.31], [-0.39, 0.44, -0.05], [0.27, 0.41, 0.90], [-0.09, 0.64, 0.01], [-0.14, 0.17, 0.02], [0.15, -0.54, -0.24], [-0.72, -0.30, 0.24], [-0.14, -0.54, -1.18], [0.34, 0.72, 0.45], [0.10, -0.65, 0.24], [0.10, 0.46, -0.08], [0.59, -0.06, 0.28], [-0.12, -0.39, 0.28], [0.52, -0.15, 0.56], [-0.91, -0.39, -0.44], [0.51, 0.89, -0.28], [-0.26, 0.24, -0.52], [0.79, -0.28, 1.38], [0.30, 0.44, -0.66], [0.13, -0.06, -0.56], [0.00, 0.59, 0.04], [-0.93, -0.45, -0.24], [0.19, -0.14, 0.30], [-0.16, -0.31, 0.30]],
  "lumo_ev": [-8.18, -8.38],
  "multiplicity": 1,
  "charge": 2,
  "gap_ha": [0.2306, 0.2255],
  "homo_energy_ev": [-14.4553, -14.5125]
}


(2)
{
  "formula": "C19H39NOP2Pt",
  "method": "ωB97M-V with the def2-TZVPD basis set",
  "symbols": ["Pt", "H", "H", "P", "P", "C", "H", "H", "H", "C", "H", "H", "H", "C", "H", "H", "H", "C", "H", "H", "H", "C", "H", "H", "H", "C", "H", "H", "H", "C", "O", "H", "C", "C", "C", "C", "C", "C", "C", "C", "N", "C", "C", "C", "C", "H", "H", "H", "H", "H", "H", "H", "H", "H", "H", "H", "H", "H", "H", "H", "H", "H", "H"],
  "coordinates": [[-1.893782, 1.236992, 0.547736], [2.166839, -0.771526, -1.283252], [1.882788, -1.446790, -1.336835], [0.335325, 1.534520, 1.771436], [-1.579558, 0.104608, -1.715018], [-2.572571, -1.433309, -1.781045], [-3.005062, -1.502576, -2.788710], [-1.925980, -2.311178, -1.631911], [-3.374476, -1.450070, -1.040042], [-2.448267, 1.322622, -2.725698], [-1.742357, 2.127004, -2.964690], [-2.795086, 0.850534, -3.651772], [-3.277727, 1.739004, -2.142504], [-0.220547, -0.527035, -2.776664], [0.388140, -1.260921, -2.241027], [-0.627790, -1.047376, -3.658027], [0.422556, 0.293964, -3.109422], [-0.019873, 3.229738, 2.255015], [0.641225, 3.527306, 3.070831], [0.166647, 3.862218, 1.384161], [-1.073256, 3.311185, 2.530777], [0.313313, 0.597858, 3.342106], [0.893423, -0.327989, 3.236654], [0.788341, 1.203779, 4.125515], [-0.698558, 0.338816, 3.667000], [2.154028, 1.577083, 1.470566], [2.385128, 2.063124, 0.514242], [2.642744, 2.147483, 2.278889], [2.590115, 0.566497, 1.457709], [-1.544352, -0.536161, 1.060505], [-1.118096, -1.577570, 1.229112], [-0.421528, 1.108952, -0.177149], [-0.987906, -7.175024, 0.583874], [-0.703220, -6.145122, -0.476086], [-0.990480, -6.442427, -1.805891], [-0.718957, -5.513621, -2.806542], [-1.078931, -5.884821, -4.220726], [-0.105773, -4.301007, -2.482435], [0.374922, -4.024596, -1.142953], [-0.098186, -4.930259, -0.141084], [1.292579, -3.051791, -0.900202], [2.650048, -3.292205, -0.254734], [2.464045, -3.164899, 1.248405], [3.121199, -4.631562, -0.788785], [3.800414, -2.290530, -0.626218], [-1.995696, -7.589507, 0.473033], [-0.297121, -8.020322, 0.498828], [-0.878710, -6.742137, 1.575952], [-1.427730, -7.410774, -2.061887], [-0.437318, -6.684479, -4.612818], [-2.103714, -6.271347, -4.259814], [-1.008366, -5.029928, -4.890912], [0.160402, -3.595275, -3.281861], [0.103237, -4.695262, 0.903322], [2.004657, -4.063487, 1.674631], [3.451827, -3.012680, 1.692282], [1.841548, -2.282848, 1.467490], [3.120053, -4.527507, -1.883427], [4.138251, -4.767078, -0.420648], [2.451779, -5.433899, -0.456680], [3.735327, -2.043958, -1.689562], [3.789460, -1.378578, -0.023138], [4.819987, -2.701092, -0.457941]],
  "forces_ev_per_angstrom": [[1.11, 1.26, -1.21], [0.07, 1.30, -0.09], [-0.41, 0.35, -0.01], [1.34, 0.90, 1.96], [-0.59, -1.29, -2.38], [-0.26, -0.06, 0.89], [0.12, 0.23, 0.21], [-0.04, 0.29, 0.06], [-0.07, -0.05, -0.16], [0.16, 0.51, 0.46], [-0.21, -0.06, -0.01], [0.04, 0.00, 0.20], [0.02, -0.04, -0.36], [0.79, 0.63, 0.37], [-0.22, 0.13, 0.05], [-0.44, 0.39, 0.35], [-0.03, -0.18, 0.04], [-0.37, 0.15, -0.58], [-0.05, -0.08, 0.02], [-0.07, 0.15, 0.11], [0.14, 0.18, 0.14], [-0.43, -0.70, -0.19], [-0.17, 0.17, -0.05], [-0.08, 0.09, -0.35], [0.12, 0.11, 0.01], [0.07, -0.40, -1.04], [-0.02, -0.08, 0.23], [-0.54, -0.11, -0.12], [-0.30, 0.26, -0.07], [0.79, -4.05, 1.11], [-0.73, 1.21, -0.04], [-0.27, 0.19, 0.04], [-0.18, -0.02, -0.01], [-0.03, 0.24, 0.39], [0.20, 0.23, 0.14], [-0.05, 0.12, -0.06], [-0.14, 0.02, -0.15], [0.69, 0.67, 0.43], [-0.79, -1.74, 0.25], [0.53, -0.20, -0.38], [0.78, 0.70, -1.09], [-0.49, -0.04, 0.05], [0.09, -0.51, 0.31], [-0.08, 0.00, 0.40], [0.01, 0.04, -0.46], [0.13, 0.13, 0.09], [0.00, 0.16, 0.00], [-0.06, -0.10, 0.08], [0.11, 0.30, 0.06], [-0.01, 0.23, 0.16], [0.15, 0.12, -0.01], [0.03, -0.02, -0.07], [0.01, -0.38, 0.29], [0.04, -0.21, -0.21], [0.06, 0.28, 0.10], [-0.19, -0.13, 0.22], [0.14, -0.20, 0.01], [0.13, -0.44, 0.28], [-0.09, -0.46, -0.17], [0.36, 0.01, -0.26], [0.30, 0.08, 0.22], [-0.23, 0.04, -0.26], [-0.90, -0.34, 0.06]],
  "lumo_ev": [-7.70, -9.91],
  "multiplicity": 5,
  "charge": 2,
  "gap_ha": [0.1915, 0.1153],
  "homo_energy_ev": [-12.9085, -13.0524]
}


(3)
{
  "formula": "C2HO4",
  "method": "ωB97M-V with the def2-TZVPD basis set",
  "symbols": ["C", "C", "O", "O", "O", "O", "H"],
  "coordinates": [[1.582709, 1.031287, -0.086175], [0.054160, 0.839787, 0.452104], [2.495391, 1.184988, 0.740192], [1.414439, 0.730473, -1.257051], [-0.962187, 1.660254, 0.071105], [-2.268667, 1.482464, -0.380469], [-0.092514, -0.320553, 0.640354]],
  "forces_ev_per_angstrom": [[-0.44, 0.16, 2.51], [-4.01, -0.05, -1.99], [-0.72, 0.11, -1.34], [0.70, -0.03, -0.72], [4.74, -1.15, 1.12], [0.26, -1.28, 0.77], [-0.55, 2.25, -0.35]],
  "lumo_ev": 3.90,
  "multiplicity": 1,
  "charge": -1,
  "gap_ha": 0.3103,
  "homo_energy_ev": -4.5470
}


(4)
{
  "formula": "C2H3F2NO5S",
  "method": "ωB97M-V with the def2-TZVPD basis set",
  "symbols": ["C", "C", "N", "O", "O", "O", "O", "O", "F", "F", "S", "H", "H", "H"],
  "coordinates": [[-0.764421, -0.261958, 0.810720], [0.805265, -1.875256, 1.275786], [-0.911412, 0.851626, -1.800111], [1.331063, 2.100476, -0.881183], [-1.891988, -0.021007, 0.581542], [-0.865997, 2.651228, 0.051807], [0.290569, 0.476991, 0.374896], [-0.509278, -1.368328, 1.371284], [-1.123277, 1.913890, -2.621553], [0.001317, 0.088140, -2.441620], [-0.017183, 1.713035, -0.508606], [1.321652, -1.643240, 0.352608], [0.831621, -2.998520, 1.446042], [1.502069, -1.627077, 1.988389]],
  "forces_ev_per_angstrom": [[-2.28, -0.02, -0.94], [0.62, -3.26, -1.05], [-0.43, 0.44, 0.99], [-2.20, -0.63, -0.25], [-1.66, 1.82, -0.31], [-1.85, 0.89, 0.79], [0.55, -1.22, 1.20], [2.53, -2.32, 1.67], [-0.21, 0.44, -0.97], [0.68, -0.29, -0.39], [4.62, 1.28, -1.83], [-0.49, -0.07, -0.51], [-0.86, 1.23, -0.73], [0.98, 1.71, 2.32]],
  "lumo_ev": 0.45,
  "multiplicity": 1,
  "charge": 0,
  "gap_ha": 0.4451,
  "smiles": "COC(=O)OS(=O)(=O)N(F)F",
  "homo_energy_ev": -11.6608
}


Number 1: F_max 1.824 eV/A. Number 2: F_max 4.272 eV/A. Number 3: F_max 5.011 eV/A. Number 4: F_max 5.130 eV/A.